C4H9N2OS | wB97M-V/def2-TZVPD

Structure (XYZ):
```
17
Properties=species:S:1:pos:R:3:forces:R:3:lowdin_charge:R:1
N -2.1592 -1.6377 1.0491 -0.1 -0.2 0.0 -0.017
C -0.8227 -1.0497 1.0477 -0.1 -0.2 0.4 -0.344
N -0.4696 -0.4431 -0.2199 0.3 0.0 -0.1 -0.028
C 0.4326 0.7081 -0.1778 -0.2 0.1 -0.3 -0.450
C 1.8164 0.3882 0.3160 0.2 -0.2 0.5 -0.237
O 2.0795 -0.5825 1.0010 0.0 -0.1 -0.2 0.003
C 0.5094 1.4320 -1.5260 0.5 0.3 -0.1 -0.738
S 1.2313 3.1055 -1.3605 -0.1 -0.1 0.0 0.109
H -2.1574 -2.5319 0.5706 0.0 0.1 0.0 0.044
H -2.7732 -1.0292 0.5190 0.0 0.0 0.0 0.053
H -0.8026 -0.3011 1.8408 0.1 0.3 -0.2 0.112
H -0.1114 -1.8124 1.3697 0.0 -0.1 0.0 0.099
H -0.0595 -1.1443 -0.8337 -0.1 0.1 0.1 0.114
H 0.0298 1.4555 0.5098 -0.1 0.0 0.2 0.120
H 2.6095 1.1071 0.0633 -0.1 0.2 -0.2 0.086
H -0.4909 1.4733 -1.9468 -0.2 0.0 0.0 0.035
H 1.1380 0.8621 -2.2222 -0.1 -0.2 0.0 0.039
```
Forces are in eV/Å.

* HOMO-LUMO gap: 6.38 eV
* net charge: -1
* SMILES: NCN[C@@H](C=O)C[S-]
* E_HOMO: -2.725 eV
* LUMO energy: 0.134 Eh
* energy relative to the best compared isomer or geometry (same formula, charge and spin): 1.355 eV
* electronic energy: -20157.492 eV